[1]
Formula: C12H8BrIrN2OS2
Source: OMol25
Level of theory: the ωB97M-V functional and the def2-TZVPD basis

Structure (XYZ):
```
27
C12H8BrIrN2OS2 | OMol25 | the ωB97M-V functional and the def2-TZVPD basis
Ir -1.2062 -0.7960 1.4099
Br -4.3697 4.7171 -0.8271
S 0.6968 -3.3144 -0.8171
S -2.0612 -2.9005 0.4000
O -1.2033 -0.7745 3.2156
N 0.7064 -1.0974 0.5391
N -2.1872 0.9063 0.7145
C 3.0161 -0.3489 0.1737
C 4.4064 -1.7706 -1.1961
C 2.1421 -2.3883 -0.7659
C 1.9522 -1.2452 0.0023
C 4.2311 -0.6167 -0.4250
C -3.3536 0.8229 0.0531
C -1.6769 2.1333 0.9162
C -4.0358 1.9226 -0.4256
C -2.2867 3.2920 0.4801
C 3.3668 -2.6652 -1.3733
C -0.1518 -2.1667 0.1873
C -3.4851 3.1731 -0.2022
H -3.7347 -0.1806 -0.0892
H 5.0505 0.0757 -0.2908
H -1.8341 4.2529 0.6707
H 5.3625 -1.9715 -1.6597
H 2.8673 0.5381 0.7752
H 3.4968 -3.5595 -1.9676
H -0.7401 2.1635 1.4557
H -4.9687 1.7986 -0.9536
```

Computed properties:
E   -112147.702 eV
Highest occupied orbital energy (alpha / beta)   -6.910 / -7.788 eV
2S+1   5
<S²>   6.045
Kohn-Sham gap (alpha / beta)   6.584 / 6.776 eV

***

[2]
Formula: C3H8N2O2
Source: OMol25
Level of theory: the ωB97M-V functional and the def2-TZVPD basis

Structure (XYZ):
```
15
C3H8N2O2 | OMol25 | the ωB97M-V functional and the def2-TZVPD basis
O -1.4323 0.5644 1.4194
O 0.1074 1.8559 -0.4706
N 0.5424 -0.4017 -0.5134
N 2.2432 1.1226 -0.2097
C -0.8202 -0.9097 -0.5220
C -1.6073 -0.6724 0.7869
C 0.8961 0.9261 -0.4408
H -0.7209 -1.9965 -0.6318
H -1.3745 -0.5455 -1.3934
H -1.3893 -1.4927 1.4897
H 1.2812 -1.0686 -0.6560
H -0.5084 0.8316 1.3485
H 2.5342 2.0857 -0.2550
H 2.9204 0.4315 -0.4883
H -2.6720 -0.7310 0.5365
```

Computed properties:
SMILES string   NC(=O)NCCO
E   -10316.235 eV
Highest occupied orbital energy   -9.478 eV
Kohn-Sham gap   10.079 eV

***

[3]
Formula: C3H7N
Source: OMol25
Level of theory: the ωB97M-V functional and the def2-TZVPD basis

Structure (XYZ):
```
11
C3H7N | OMol25 | the ωB97M-V functional and the def2-TZVPD basis
N -0.0399 0.6505 0.2360
C 1.2245 -0.0210 0.0044
C 0.3227 -0.4616 1.0931
C -1.1026 0.4303 -0.7427
H -0.1945 -1.4090 0.9344
H -1.7015 -0.4610 -0.5086
H -1.7775 1.2938 -0.7534
H 0.5363 -0.2232 2.1334
H 1.3033 -0.6758 -0.8658
H -0.6859 0.3112 -1.7509
H 2.1150 0.5658 0.2201
```

Computed properties:
SMILES string   CN1CC1
E   -4713.029 eV
Highest occupied orbital energy   -9.047 eV
Kohn-Sham gap   10.353 eV

***

[4]
Formula: C21H54LiN3O13P
Source: OMol25
Level of theory: the ωB97M-V functional and the def2-TZVPD basis

Structure (XYZ):
```
93
C21H54LiN3O13P | OMol25 | the ωB97M-V functional and the def2-TZVPD basis
P -0.7267 0.1356 -2.4153
O 3.0333 -2.7144 -0.4603
O -3.7557 -2.9744 4.5347
O 2.6873 2.3276 0.7697
O -1.5117 0.0516 -3.6073
O 4.1693 0.7066 1.2977
O 0.7753 0.2006 -2.4573
O -0.5307 3.6926 -1.8833
O 2.2703 -4.6364 0.4377
O 1.9303 0.2476 1.1637
O -0.8847 -0.8034 -1.2513
O 4.5313 -4.1404 0.7557
O -0.7947 1.3416 -1.4073
O -2.8957 -1.2614 0.3917
N -3.4367 2.1906 1.9767
N -0.4797 -3.3594 2.6347
N 1.2723 3.0756 -5.0843
C -3.4987 0.0526 0.5277
C 1.3543 2.7716 0.5977
C -1.6107 -2.7144 3.4577
C -2.7907 -3.6764 3.7197
C 1.0063 3.4156 -3.5583
C -3.6527 3.0946 0.7977
C -0.5017 3.8356 -3.2183
C -1.0197 -3.8944 1.3547
C 3.3053 -3.9244 0.2887
C 0.2903 2.0796 -5.6003
C 1.9983 -2.5954 -1.4143
C -4.6187 2.0736 2.7077
C 2.7403 2.5186 -5.1803
C -2.8167 0.8576 1.6017
C 4.6413 -0.5984 1.2527
C 2.9173 1.0776 1.0637
C 1.1553 4.2916 -5.8983
C -2.4637 2.9066 2.7627
C 4.7733 -5.2944 1.5617
C 0.2883 -4.3754 3.3317
C 0.5653 -2.2254 2.3777
Li 0.5033 0.3226 -0.4453
H -4.4057 1.3826 3.5797
H -4.5057 2.6546 0.1947
H -1.3237 2.7756 2.4737
H -2.0317 1.2556 1.3067
H -2.7127 2.9636 0.0447
H 4.8473 -0.9744 0.3157
H -0.1267 1.2656 -4.8483
H 0.5643 2.4186 1.4407
H 1.6213 4.2616 -3.1843
H 1.0863 -2.5774 -0.8443
H 2.6013 1.6466 -4.6123
H -1.1627 3.1476 -3.5983
H 1.9913 -3.3204 -2.0023
H 1.1913 -4.3754 2.7687
H 1.2813 4.2686 -7.0043
H -2.7617 0.3386 2.4197
H -0.5077 -5.3644 3.3587
H 0.1993 -1.4434 1.6887
H -1.1577 -2.5394 4.4597
H 0.6433 -4.0304 4.4017
H 3.0733 2.3336 -6.2593
H 1.4443 -2.5344 2.0457
H 5.8193 -5.3464 2.0037
H -2.5597 -4.6754 4.1867
H 0.6163 1.6016 -6.5293
H 4.6583 -6.2864 0.9197
H 0.3863 4.8226 -5.7793
H 4.0013 -1.1234 2.0697
H -0.5147 2.4306 -5.9803
H -0.5717 2.7616 -1.6603
H 1.8863 5.1456 -5.3593
H -1.8567 -1.9734 3.0717
H 0.8483 -1.5914 3.2127
H 1.2353 3.7046 0.5377
H 1.0973 2.5386 -3.0393
H -5.2747 1.7446 2.1847
H 1.1093 2.4726 -0.3493
H -4.8637 3.0466 3.1997
H 3.4103 3.2686 -4.7913
H -3.1907 0.4686 -0.1983
H -0.7117 4.6566 -3.6543
H -1.5907 -3.3544 0.7487
H -3.6857 4.3166 0.9507
H -2.5167 2.8096 3.9267
H -2.5077 4.0056 2.6677
H -3.5717 -2.0074 4.5777
H 4.2313 -5.1294 2.4687
H -2.0067 -1.1434 -0.1513
H 5.5803 -0.6534 1.6207
H -1.4627 -4.8534 1.6227
H -0.2557 -4.0644 0.6767
H 1.9683 -1.5184 -1.8083
H -4.6177 -0.0184 0.4837
H -3.1547 -3.6874 2.5437
```

Computed properties:
E   -63213.534 eV
Net charge   +1
Highest occupied orbital energy   -7.977 eV
Kohn-Sham gap   5.635 eV

***

[5]
Formula: C25H32AlF2O2Si
Source: OMol25
Level of theory: the ωB97M-V functional and the def2-TZVPD basis

Structure (XYZ):
```
63
C25H32AlF2O2Si | OMol25 | the ωB97M-V functional and the def2-TZVPD basis
Si 0.6504 -0.9633 -3.0299
Al 3.2817 0.1085 -4.9812
F 3.7478 0.9587 -0.0488
F 3.3259 -0.7505 1.5520
O 1.4486 2.7644 -0.9214
O 0.2907 3.6251 4.1025
C -0.7478 2.5754 0.5706
C -3.3200 1.5872 2.8434
C 4.8359 0.6126 4.1390
C -4.6010 1.2741 1.8185
C 0.5810 -3.8934 -4.1227
C -2.2607 0.3508 2.6514
C 0.0069 -5.4578 -4.0943
C 0.8469 2.2609 0.1774
C 3.5906 1.4441 4.1280
C 1.7445 -0.7218 -0.3851
C 1.6545 1.3033 1.2917
C -1.1085 -5.9186 -2.9432
C -2.6524 3.0890 2.5480
C 1.1768 -0.4018 -4.8356
C 2.0714 0.8030 3.9036
C 0.0558 -2.7931 -2.9940
C 2.2505 -0.6380 -1.9375
C 1.3283 1.6119 2.7028
C 0.1991 2.7889 3.0658
C 2.6549 0.2029 0.6719
C -1.1098 2.8191 2.0248
C -1.0365 -3.2729 -1.8281
C -1.6140 -4.8295 -1.7932
C -1.9713 2.6385 -0.5214
C -0.8481 0.1420 -2.5355
H -2.8500 -0.6456 2.9411
H -0.4715 1.2553 -2.5170
H 3.6263 2.6154 4.2925
H -5.5442 1.8871 2.1725
H -3.6686 1.5632 3.9716
H -2.7794 3.4756 -0.2946
H 2.6456 0.4055 -2.2876
H -2.4089 -5.1080 -0.9492
H 5.8374 1.1004 3.7521
H -2.4868 1.5898 -0.5816
H 0.3744 -6.2305 -4.9153
H -1.5767 -6.9968 -2.8835
H 4.9015 -0.4871 4.5411
H -3.3047 3.7257 1.8068
H -2.6353 3.6787 3.5680
H 1.7490 -1.2503 -5.4065
H -1.3313 0.3849 3.3755
H 1.8616 -1.8642 -0.0581
H -1.7667 -0.0497 -3.2391
H 1.4795 0.9675 4.9273
H 3.0645 -1.4872 -2.1440
H 2.0964 -0.3819 3.7662
H -1.4160 -2.4995 -1.0099
H 0.5902 -0.4841 -0.2293
H -1.1963 -0.1105 -1.4223
H 1.3397 -3.5388 -4.9456
H 0.1609 -0.0834 -5.3686
H -4.3325 1.4435 0.6869
H -1.5093 2.9348 -1.5797
H -1.9359 0.1840 1.5158
H -4.8229 0.1125 1.9572
H 1.8382 0.5740 -4.6616
```

Computed properties:
E   -50394.615 eV
Net charge   +3
Highest occupied orbital energy   -15.929 eV
Kohn-Sham gap   1.674 eV

***

[6]
Formula: C32H41N4OS3Si2TeZr
Source: OMol25
Level of theory: the ωB97M-V functional and the def2-TZVPD basis

Structure (XYZ):
```
85
C32H41N4OS3Si2TeZr | OMol25 | the ωB97M-V functional and the def2-TZVPD basis
Te -0.0791 0.8075 2.8496
Zr 0.3155 0.5343 -0.3065
S 1.9700 -1.2491 0.2168
S 0.1282 -1.6948 -9.4328
S -0.9602 -1.5586 0.1518
Si 2.3097 -1.0070 4.4304
Si -2.9342 0.8079 4.6449
O 2.6186 -2.2861 -8.7331
N -3.7763 2.4166 -0.5681
N -1.8519 1.4058 -0.5711
N 3.1003 -4.6043 1.0303
N -1.3640 -5.1256 0.9174
C -2.5436 2.4100 -0.0427
C 2.5340 1.8036 -1.8164
C 1.4463 2.6650 -1.9433
C 0.2003 0.0520 -2.4441
C 2.0324 -0.1985 6.0884
C -2.1121 3.4035 0.9792
C 2.5140 2.1299 0.5789
C 2.8950 -2.7586 4.6043
C -1.9807 -0.0073 6.0174
C 3.5250 0.0115 3.4481
C 0.7334 -3.6412 0.6174
C 1.8491 -2.1885 -9.6454
C 0.1118 -0.6236 -5.0106
C 0.5908 -2.3222 0.3323
C 0.1199 -1.2928 -7.7085
C 1.4365 3.0013 0.4500
C -0.1569 0.3495 -5.9767
C 2.0402 -4.1939 0.8494
C 0.6397 -1.0789 3.5323
C 0.1535 -0.2676 -3.6211
C 2.1937 -2.4170 -11.0929
C -2.1570 0.2813 2.9976
C -2.6986 0.7619 -1.4676
C -3.8971 1.3761 -1.4701
C 0.8930 3.2599 -0.8099
C 0.3666 -1.9389 -5.4099
C 3.0641 1.5317 -0.5588
C -0.4235 -4.4800 0.7702
C 0.3657 -2.2725 -6.7530
C -0.1490 0.0162 -7.3227
C -4.7140 0.2642 4.6371
C -2.8282 2.6720 4.7996
H 1.3790 -0.8080 6.7199
H 2.1651 -3.3688 5.1434
H -0.1253 -1.4389 4.2255
H -2.3697 -0.0828 -2.0418
H -2.0931 4.4131 0.5651
H -5.2076 0.5272 5.5782
H 3.8387 -2.7982 5.1571
H -2.3748 0.2957 6.9917
H 3.8953 0.8468 -0.4592
H -1.1244 3.1616 1.3590
H -0.3614 1.3668 -5.6677
H -2.6727 0.6843 2.1233
H -3.5880 3.1760 4.1926
H -5.2707 0.7410 3.8241
H 2.8997 -3.2411 -11.1728
H 1.5840 0.7937 5.9863
H -4.7926 -0.8201 4.5092
H -4.5016 3.0754 -0.3343
H 1.3051 -2.6162 -11.6913
H -3.0027 2.9724 5.8380
H -4.7997 1.1767 -2.0209
H 0.0505 3.9291 -0.9114
H 1.0137 2.8404 -2.9163
H 2.9245 1.9137 1.5537
H -2.1732 -0.8058 2.8857
H 0.5647 -3.2895 -7.0631
H 2.6772 -1.5159 -11.4757
H -1.8421 3.0493 4.5135
H -0.9251 0.2667 5.9854
H 3.7335 -0.4454 2.4758
H 0.6617 -1.7493 2.6758
H 4.4690 0.0855 3.9972
H -2.7995 3.4004 1.8260
H 0.5648 -2.6945 -4.6612
H 3.0645 -3.2122 3.6222
H 2.9834 -0.0796 6.6182
H 1.0334 3.4786 1.3304
H -0.3420 0.7697 -8.0761
H 3.1620 1.0338 3.2933
H 2.9339 1.3119 -2.6914
H -2.0581 -1.0984 5.9543
```

Computed properties:
E   -98688.924 eV
Net charge   +1
Highest occupied orbital energy   -10.606 eV
Kohn-Sham gap   6.601 eV